P.
The following is a DFT calculation (ωB97M-V/def2-TZVPD) of a single CH3IN4 molecule.

Atoms and positions in Å:
H 1.031 -2.660 0.475
N 0.807 -1.947 -0.085
N -0.044 -1.263 0.466
C -0.367 -0.065 -0.271
I -2.583 0.061 -0.139
N 0.033 1.059 0.438
N 0.461 2.068 -0.148
H 0.501 2.917 0.587
H 0.162 -0.169 -1.324

Highest occupied orbital energy ... -9.52 eV
Structure (SMILES) ... [H]/N=N/C(I)/N=N/[H]

Listed below, in e, are the Löwdin charges computed for each atom: H 0.012; N 0.110; N -0.126; C -0.829; I 0.733; N -0.200; N 0.062; H 0.114; H 0.124

Q.
The following is a DFT calculation (ωB97M-V/def2-TZVPD) of a single CH3IN4 molecule.

Atoms and positions in Å:
C 0.253 0.329 0.991
N 0.615 1.336 -0.691
N -0.006 0.646 -1.431
N -0.002 -0.871 0.400
N -0.498 -0.522 -1.061
I -1.671 1.189 1.593
H 1.087 0.660 1.626
H 0.796 -1.489 0.440
H -0.575 -1.277 -1.866

Highest occupied orbital energy ... -8.84 eV

Listed below, in e, are the Löwdin charges computed for each atom: C -0.677; N 0.054; N -0.190; N -0.118; N -0.059; I 0.651; H 0.060; H 0.100; H 0.179

Name the most stable of them. P.

P.
The following is a DFT calculation (ωB97M-V/def2-TZVPD) of a single C9H13N molecule.

Atoms and positions in Å:
C 0.451 -2.077 -1.592
C 0.030 -0.879 -0.838
C -0.537 0.202 -1.273
C -0.857 1.392 -0.408
C -1.995 2.290 -0.480
C 0.098 1.382 0.665
C 1.654 1.512 0.340
N 0.013 0.157 1.376
C -0.066 -0.937 0.737
C 0.057 -2.274 1.463
H 1.041 -1.641 -2.421
H -0.402 -2.744 -1.841
H 1.225 -2.625 -0.944
H -2.524 2.257 -1.526
H -1.727 3.353 -0.280
H -2.650 2.012 0.285
H -0.198 2.133 1.333
H 1.882 0.593 -0.433
H 2.300 1.341 1.290
H 1.946 2.403 -0.276
H 0.072 -3.210 0.699
H -0.815 -2.462 2.127
H 0.999 -2.182 1.996

Highest occupied orbital energy (alpha / beta) ... -7.90 / -7.83 eV
Structure (SMILES) ... CC1=C=C(C)[C@H](C)N=C1C

Listed below, in e, are the Löwdin charges computed for each atom: C -0.084; C -0.316; C 0.104; C -0.223; C -0.064; C -0.416; C -0.023; N 0.107; C -0.276; C -0.036; H 0.086; H 0.098; H 0.090; H 0.125; H 0.094; H 0.063; H 0.121; H 0.119; H 0.098; H 0.074; H 0.109; H 0.080; H 0.072

Q.
The following is a DFT calculation (ωB97M-V/def2-TZVPD) of 2 unconnected molecules or ions with the total composition C9H13N.

Atoms and positions in Å:
C -0.854 1.322 0.471
C -0.703 2.610 0.656
C -0.810 0.061 0.305
C 1.159 -0.539 0.315
C -3.156 -0.945 0.338
C -2.669 -0.998 -1.075
C -1.681 -1.069 0.064
C 3.489 0.198 -0.210
C 1.994 0.376 -0.482
N 1.275 -1.584 0.952
H -0.628 3.295 -0.175
H -0.706 3.045 1.642
H -3.513 0.006 0.707
H -3.673 -1.800 0.745
H -2.846 -1.890 -1.658
H -2.701 -0.084 -1.650
H -1.210 -2.024 0.261
H 3.720 0.447 0.826
H 3.800 -0.829 -0.400
H 4.066 0.853 -0.858
H 1.775 0.173 -1.535
H 1.683 1.405 -0.279
H 2.187 -2.028 1.039

Highest occupied orbital energy ... -8.06 eV

Listed below, in e, are the Löwdin charges computed for each atom: C -0.133; C -0.010; C -0.063; C -0.211; C -0.112; C -0.111; C -0.299; C -0.102; C -0.223; N 0.142; H 0.049; H 0.048; H 0.101; H 0.095; H 0.094; H 0.101; H 0.121; H 0.079; H 0.069; H 0.070; H 0.126; H 0.100; H 0.067

R.
The following is a DFT calculation (ωB97M-V/def2-TZVPD) of 2 unconnected molecules or ions with the total composition C9H13N.

Atoms and positions in Å:
C 3.229 -0.481 -1.858
C -1.528 1.204 -1.462
C -0.724 0.181 2.682
C -1.315 -0.011 -0.861
C 0.171 0.095 1.357
C 1.971 -0.109 -1.752
C -0.380 -0.217 0.198
C -2.213 -1.197 -1.390
C 1.570 0.456 1.689
N 4.298 -0.933 -1.957
H -2.361 1.321 -2.158
H -0.947 2.045 -0.944
H -0.779 1.065 3.171
H -1.747 -0.149 2.485
H 1.684 0.951 -1.785
H 1.104 -0.841 -1.538
H -3.233 -0.911 -1.391
H -1.834 -1.504 -2.471
H -2.114 -1.989 -0.735
H 1.386 1.206 2.414
H 1.967 -0.455 2.219
H 2.088 0.765 0.756
H -0.290 -0.493 3.331

Highest occupied orbital energy (alpha / beta) ... -9.29 / -7.63 eV

Listed below, in e, are the Löwdin charges computed for each atom: C -0.349; C 0.034; C -0.022; C -0.382; C -0.316; C 0.012; C 0.040; C -0.056; C -0.056; N 0.159; H 0.063; H 0.091; H 0.035; H 0.083; H 0.075; H 0.090; H 0.052; H 0.121; H 0.028; H 0.063; H 0.113; H 0.075; H 0.048

Name the most stable of them. Q.

P.
The following is a DFT calculation (ωB97M-V/def2-TZVPD) of a single CH4N2O2 molecule.

Atoms and positions in Å:
O 1.645 -0.755 0.027
N 1.181 0.657 -0.035
C -0.023 1.009 -0.046
N -1.326 0.436 -0.113
O -1.152 -0.994 0.100
H 0.851 -1.215 0.096
H -0.068 2.044 0.166
H -1.922 0.738 0.772
H -1.646 -1.285 -0.738

Highest occupied orbital energy ... -9.73 eV
Structure (SMILES) ... O/N=C\NO

Listed below, in e, are the Löwdin charges computed for each atom: O -0.045; N 0.047; C -0.255; N -0.043; O -0.115; H -0.005; H 0.101; H 0.175; H 0.140

Q.
The following is a DFT calculation (ωB97M-V/def2-TZVPD) of a single CH4N2O2 molecule.

Atoms and positions in Å:
N -1.233 0.101 0.446
C 0.054 0.567 0.242
N 0.975 -0.478 -0.508
O 0.421 -1.447 -0.891
O 2.113 -0.169 -0.702
H -1.482 -0.659 1.191
H -1.455 -0.320 -0.506
H -0.069 1.538 -0.430
H 0.677 0.867 1.157

Highest occupied orbital energy ... -10.16 eV
Structure (SMILES) ... NC[N+](=O)[O-]

Listed below, in e, are the Löwdin charges computed for each atom: N -0.030; C -0.223; N -0.435; O 0.071; O 0.068; H 0.137; H 0.106; H 0.163; H 0.143

R.
The following is a DFT calculation (ωB97M-V/def2-TZVPD) of a single CH4N2O2 molecule.

Atoms and positions in Å:
H -1.423 2.020 -0.028
N -0.514 2.281 -0.423
N 0.120 0.850 -0.490
O 1.176 0.553 -0.989
O -0.535 -0.022 0.300
C 0.140 -1.238 0.412
H -0.585 -1.921 0.273
H 0.776 -1.244 1.442
H 0.845 -1.278 -0.497

Highest occupied orbital energy (alpha / beta) ... -9.47 / -9.47 eV
Structure (SMILES) ... [H]/N=[N+](/[O-])OC

Listed below, in e, are the Löwdin charges computed for each atom: H -0.006; N 0.113; N -0.323; O 0.051; O -0.083; C -0.062; H 0.043; H 0.157; H 0.111

S.
The following is a DFT calculation (ωB97M-V/def2-TZVPD) of a single CH4N2O2 molecule.

Atoms and positions in Å:
H -1.943 0.899 -0.525
N -1.621 0.485 0.364
N -0.877 -0.709 -0.134
O -1.718 -1.450 0.426
O 0.433 -0.849 0.412
C 1.264 0.214 -0.058
H 1.318 0.224 -1.149
H 2.250 0.010 0.354
H 0.896 1.178 0.310

Highest occupied orbital energy (alpha / beta) ... -9.99 / -9.79 eV
Structure (SMILES) ... [H]/N=[N+](/[O-])OC

Listed below, in e, are the Löwdin charges computed for each atom: H 0.054; N 0.177; N -0.302; O 0.023; O -0.117; C -0.089; H 0.085; H 0.090; H 0.079

Name the most stable of them. Q.

P.
The following is a DFT calculation (ωB97M-V/def2-TZVPD) of 2 unconnected molecules or ions with the total composition C4H10N3S.

Atoms and positions in Å:
C 0.013 0.155 0.851
C 0.248 -1.165 1.400
C 0.390 -0.940 -1.258
C -0.259 1.397 -1.289
N -1.974 -2.209 -3.023
N -2.134 -1.139 -3.122
N -0.366 0.099 -0.598
S 0.564 -2.288 -0.058
H -0.715 0.759 1.314
H 0.947 0.737 0.939
H 1.145 -1.190 2.019
H -0.503 -1.551 2.025
H 1.345 -0.566 -1.469
H -0.161 2.072 -0.546
H 0.631 1.372 -1.877
H -1.197 1.665 -1.885
H -0.645 -2.803 0.020
H -1.359 -0.183 -0.698

Highest occupied orbital energy ... -12.57 eV
Charge ... +1

Listed below, in e, are the Löwdin charges computed for each atom: C -0.187; C -0.320; C -0.412; C 0.026; N 0.048; N 0.031; N -0.265; S 1.120; H 0.134; H 0.158; H 0.106; H 0.085; H 0.033; H 0.058; H 0.102; H 0.148; H -0.026; H 0.161

Q.
The following is a DFT calculation (ωB97M-V/def2-TZVPD) of a gas-phase ion, C4H10N3S (charge +1).

Atoms and positions in Å:
C -1.370 -1.011 -1.154
N -0.477 -0.297 -0.232
C -0.768 1.180 -0.109
C 0.637 1.730 -0.165
N 1.522 0.878 -0.388
C 0.998 -0.371 -0.537
S 1.767 -1.430 0.815
N 0.913 -0.380 2.029
H -1.082 -0.710 -2.238
H -1.225 -2.203 -1.187
H -2.385 -0.945 -0.974
H -0.514 -0.706 0.743
H -1.101 1.535 0.891
H -1.426 1.441 -0.874
H 0.883 2.741 -0.025
H 1.186 -0.951 -1.548
H 0.904 -0.921 2.921
H 1.536 0.421 2.035

Highest occupied orbital energy ... -13.41 eV
Charge ... +1
Structure (SMILES) ... C[N@@H+]1CC=N[C@H]1SN

Listed below, in e, are the Löwdin charges computed for each atom: C -0.012; N -0.164; C -0.032; C -0.076; N 0.049; C -0.572; S 0.904; N -0.269; H 0.143; H 0.162; H 0.069; H 0.133; H 0.156; H 0.114; H 0.125; H 0.174; H 0.070; H 0.028

Name the most stable of them. Q.

P.
The following is a DFT calculation (ωB97M-V/def2-TZVPD) of a gas-phase ion, C4H10N3S (charge +1).

Atoms and positions in Å:
C -0.539 -1.539 -0.105
N -0.484 -0.176 0.434
C -1.738 0.697 0.448
C -1.216 2.099 0.105
N -0.062 2.091 -0.462
C 0.580 0.562 -0.387
S 2.179 0.673 0.431
N 2.553 -0.862 -0.221
H 0.478 -1.811 -0.080
H -1.223 -2.159 0.343
H -0.990 -1.485 -1.029
H -0.165 -0.218 1.340
H -2.080 0.738 1.399
H -2.524 0.496 -0.262
H -1.799 3.016 0.212
H 0.823 0.164 -1.406
H 3.236 -0.697 -1.065
H 2.971 -1.590 0.305

Highest occupied orbital energy ... -13.52 eV
Charge ... +1
Structure (SMILES) ... C[N@@H+]1CC=N[C@H]1SN

Listed below, in e, are the Löwdin charges computed for each atom: C 0.028; N -0.089; C -0.025; C -0.099; N 0.091; C -0.479; S 0.914; N -0.369; H 0.073; H 0.093; H 0.096; H 0.124; H 0.095; H 0.144; H 0.135; H 0.131; H 0.106; H 0.031

Q.
The following is a DFT calculation (ωB97M-V/def2-TZVPD) of a gas-phase ion, C4H10N3S (charge +1).

Atoms and positions in Å:
H -0.875 -3.262 1.494
N -1.391 -2.316 1.513
C -0.797 -1.598 0.649
C -1.080 -0.075 0.446
C 0.072 0.488 -0.317
C 0.009 1.814 -0.964
N 1.291 0.401 0.657
N 0.473 -0.566 -1.394
S 0.409 -2.168 -0.561
H -2.011 0.124 -0.033
H -1.077 0.398 1.435
H 1.035 2.114 -0.989
H -0.493 2.529 -0.349
H -0.259 1.727 -1.951
H 1.506 -0.682 0.728
H 1.162 0.773 1.637
H 2.121 0.628 0.147
H -0.094 -0.329 -2.149

Highest occupied orbital energy ... -13.46 eV
Charge ... +1
Structure (SMILES) ... [H]/N=C1/C[C@@](C)([NH3+])NS1

Listed below, in e, are the Löwdin charges computed for each atom: H 0.095; N 0.116; C -0.646; C -0.099; C -0.535; C 0.022; N 0.199; N -0.229; S 0.994; H 0.134; H 0.136; H 0.094; H 0.109; H 0.080; H 0.133; H 0.202; H 0.145; H 0.052

Name the most stable of them. Q.

P.
The following is a DFT calculation (ωB97M-V/def2-TZVPD) of a single C3H6ClFO molecule.

Atoms and positions in Å:
C -0.990 -0.793 -0.308
C -0.295 0.479 0.053
O -0.419 0.777 1.470
C 1.174 0.503 -0.347
F 1.660 1.731 -0.069
Cl 2.156 -0.740 0.507
H -0.967 -0.940 -1.380
H -2.046 -0.791 -0.023
H -0.577 -1.705 0.122
H -0.742 1.317 -0.529
H -0.251 -0.087 1.906
H 1.298 0.249 -1.404

Highest occupied orbital energy ... -10.85 eV
Structure (SMILES) ... C[C@@H](O)[C@@H](F)Cl

Listed below, in e, are the Löwdin charges computed for each atom: C -0.073; C -0.446; O -0.050; C -0.679; F -0.007; Cl 0.644; H 0.083; H 0.093; H 0.074; H 0.161; H 0.090; H 0.111

Q.
The following is a DFT calculation (ωB97M-V/def2-TZVPD) of 2 unconnected molecules or ions with the total composition C3H6ClFO.

Atoms and positions in Å:
C -0.541 1.061 1.369
C 1.665 0.784 -1.343
C 0.795 0.616 1.584
O 1.052 -0.164 -0.598
F 0.861 -0.525 2.343
Cl 2.102 1.605 1.767
H -1.251 1.279 2.202
H -0.983 0.434 0.691
H -0.501 2.029 0.810
H 2.718 0.893 -1.160
H 1.086 1.748 -1.273
H 1.454 0.349 -2.304

Highest occupied orbital energy (alpha / beta) ... -8.48 / -9.75 eV

Listed below, in e, are the Löwdin charges computed for each atom: C -0.101; C -0.274; C -0.786; O -0.182; F 0.007; Cl 0.834; H 0.116; H 0.054; H 0.102; H 0.058; H 0.087; H 0.087

Name the most stable of them. P.

P.
The following is a DFT calculation (ωB97M-V/def2-TZVPD) of 2 unconnected molecules or ions with the total composition H4OP2.

Atoms and positions in Å:
O -1.050 0.870 1.548
P -0.279 -1.512 -0.228
P -0.489 0.602 0.227
H 0.511 -1.741 0.900
H 0.799 -1.315 -1.078
H -1.311 1.149 -0.796
H 1.818 1.946 -0.573

Highest occupied orbital energy (alpha / beta) ... -10.44 / -8.54 eV

Listed below, in e, are the Löwdin charges computed for each atom: O -0.528; P 0.541; P 0.342; H -0.147; H -0.171; H -0.065; H 0.028

Q.
The following is a DFT calculation (ωB97M-V/def2-TZVPD) of 2 unconnected molecules or ions with the total composition H4OP2.

Atoms and positions in Å:
O 1.057 -0.550 1.701
P 0.232 1.208 -0.708
P 0.384 -0.677 0.422
H -0.503 2.275 0.013
H -0.779 0.906 -1.481
H 1.238 -1.532 -0.365
H -1.629 -1.631 0.419

Highest occupied orbital energy (alpha / beta) ... -9.35 / -9.35 eV

Listed below, in e, are the Löwdin charges computed for each atom: O -0.539; P 0.550; P 0.306; H -0.096; H -0.226; H -0.030; H 0.035

Name the most stable of them. Q.